Record 1
{"formula": "C17H14BrN3O3PdS", "method": "ωB97M-V/def2-TZVPD", "symbols": ["Pd", "S", "C", "C", "C", "C", "C", "C", "C", "C", "C", "N", "H", "H", "H", "H", "H", "H", "Br", "C", "C", "C", "C", "C", "N", "C", "O", "O", "H", "H", "H", "C", "C", "N", "O", "H", "H", "H", "H", "H"], "positions_angstrom": [[-13.00210, -3.99350, -9.76500], [-16.82978, -5.29853, -8.03072], [-17.03430, -5.15754, -9.72192], [-15.93368, -4.62053, -10.34190], [-14.89691, -4.32210, -9.38410], [-15.19037, -4.67611, -8.07201], [-13.99393, -4.55701, -7.15625], [-13.94408, -4.74913, -5.75390], [-12.77923, -4.37965, -5.04897], [-11.67063, -3.88270, -5.75982], [-11.72193, -3.76079, -7.11413], [-12.84207, -4.13227, -7.76412], [-17.98108, -5.42297, -10.22701], [-15.92674, -4.48490, -11.41926], [-14.84412, -5.00026, -5.22959], [-12.77336, -4.46635, -3.98822], [-10.81123, -3.61362, -5.20378], [-10.94153, -3.30805, -7.75232], [-11.50376, -0.77751, -9.49999], [-10.51404, -2.37300, -9.87054], [-9.11399, -2.16803, -9.97902], [-8.32523, -3.24381, -10.38139], [-8.98928, -4.47508, -10.71765], [-10.31739, -4.60725, -10.58896], [-11.05851, -3.57690, -10.09204], [-11.13002, -5.87170, -10.99309], [-10.50357, -6.69098, -11.66030], [-12.36816, -5.94258, -10.55779], [-8.69798, -1.19982, -9.72385], [-7.23696, -3.22195, -10.41966], [-8.45262, -5.29056, -11.17998], [-13.91427, -2.43601, -13.84002], [-13.54627, -3.46421, -12.84044], [-13.57868, -4.74680, -13.22505], [-13.31226, -3.06903, -11.62659], [-15.00854, -2.33864, -13.69479], [-13.76374, -2.75456, -14.85637], [-13.43234, -1.45587, -13.64795], [-13.52985, -4.96502, -14.18219], [-13.20685, -5.43416, -12.55898]], "charge": 2, "e_lumo_ev": [-6.95, -10.83], "spin_multiplicity": 5, "s_squared": 6.038, "homo_ev": [-12.57, -15.36], "gap_ev": [5.62, 4.53]}


Record 2
{"formula": "C17H14ClNO2S2Y", "method": "ωB97M-V/def2-TZVPD", "symbols": ["C", "C", "C", "H", "C", "C", "H", "H", "H", "H", "Y", "Cl", "C", "C", "C", "H", "C", "C", "H", "H", "H", "H", "O", "S", "O", "N", "C", "S", "C", "C", "C", "C", "C", "C", "H", "H", "H", "H"], "positions_angstrom": [[-2.35222, -1.04595, -1.71924], [-1.72291, -1.23242, -3.00414], [-1.49220, 0.07125, -3.57379], [-1.41590, -2.20249, -3.43308], [-1.94950, 1.06606, -2.63683], [-2.48668, 0.37418, -1.48727], [-2.85414, 0.83520, -0.55705], [-2.59216, -1.83470, -0.98953], [-1.00092, 0.27703, -4.53862], [-1.83303, 2.15939, -2.73174], [-0.09137, -0.09310, -1.42561], [0.10501, -2.12148, -0.04302], [2.36596, 0.03260, -1.35639], [1.95272, 1.27717, -1.95856], [1.44974, 0.99005, -3.28021], [1.94170, 2.26047, -1.45965], [1.54124, -0.43439, -3.49401], [2.10459, -1.03076, -2.31221], [2.21637, -2.11131, -2.12100], [2.65918, -0.10043, -0.29878], [1.01509, 1.73072, -3.97382], [1.19209, -0.98684, -4.38360], [2.89085, 1.85607, 3.83145], [2.40903, 0.79265, 2.96130], [3.35932, -0.21286, 2.49327], [1.70393, 1.45429, 1.61686], [0.40192, 1.28776, 1.48255], [-0.38498, 2.03035, 0.18356], [-0.20428, 0.46767, 2.53330], [-1.54448, 0.08612, 2.64019], [-1.95071, -0.68955, 3.72779], [-1.01235, -1.08073, 4.69698], [0.34528, -0.69543, 4.57169], [0.75260, 0.08214, 3.47547], [-2.25208, 0.40759, 1.86892], [-2.99690, -0.98244, 3.81896], [-1.34332, -1.68505, 5.54852], [1.07350, -0.99883, 5.32735]], "charge": -1, "e_lumo_ev": 2.35, "homo_ev": -4.96, "gap_ev": 7.31}


Record 3
{"formula": "C17H14F3N3O2", "method": "ωB97M-V/def2-TZVPD", "symbols": ["C", "O", "C", "C", "C", "C", "C", "C", "C", "C", "C", "F", "F", "F", "N", "C", "N", "C", "C", "C", "C", "C", "O", "N", "C", "H", "H", "H", "H", "H", "H", "H", "H", "H", "H", "H", "H", "H", "H"], "positions_angstrom": [[-0.69593, -4.90940, -1.05505], [-0.74496, -3.53350, -0.76342], [0.40180, -2.90508, -0.38858], [1.64552, -3.51804, -0.26825], [2.74349, -2.77104, 0.12984], [2.63067, -1.42220, 0.39828], [1.38860, -0.79866, 0.27396], [1.20967, 0.63198, 0.54054], [2.25200, 1.55988, 0.39211], [1.92575, 2.87858, 0.65393], [2.95401, 3.97416, 0.49536], [4.20984, 3.51451, 0.63650], [2.89898, 4.53367, -0.72722], [2.80781, 4.96409, 1.37902], [0.72141, 3.28309, 1.01269], [-0.20699, 2.32159, 1.12576], [-1.43037, 2.71141, 1.52000], [-2.55410, 1.80112, 1.49275], [-2.81952, 1.27991, 0.11375], [-3.06185, 0.02017, -0.34748], [-3.20231, 0.13422, -1.75299], [-3.03051, 1.45149, -2.03823], [-2.80275, 2.15431, -0.91534], [-0.00187, 1.02312, 0.90614], [0.28372, -1.54528, -0.11099], [-1.71451, -5.19124, -1.31709], [-0.03477, -5.11835, -1.90230], [-0.37211, -5.49375, -0.18769], [1.77309, -4.56857, -0.47649], [3.70181, -3.25895, 0.22960], [3.49424, -0.86541, 0.72606], [3.23883, 1.27733, 0.07180], [-1.59551, 3.70507, 1.50919], [-2.33531, 0.94715, 2.13953], [-3.42507, 2.33493, 1.88226], [-3.13660, -0.87396, 0.23637], [-3.39540, -0.65834, -2.44588], [-3.04426, 1.99604, -2.96124], [-0.67653, -1.06606, -0.20721]], "e_lumo_ev": 0.09, "relative_energy_kcal_mol": 0.0, "smiles": "COc1cccc(-c2cc(C(F)(F)F)nc(NCc3ccco3)n2)c1", "homo_ev": -8.55, "gap_ev": 8.64}


| no. | DFT total energy (Eh) |
| --- | --- |
| 1 | -4145.52762 |
| 2 | -2156.52116 |
| 3 | -1270.58045 |